1.
Here is C3H5Br2Cl as an isolated structure at a distorted geometry from OMol25. Energies are from ωB97M-V/def2-TZVPD.

CARTESIAN COORDINATES (ANGSTROEM)
C: 1.53890 -0.61253 -1.27231
C: 0.87804 0.45330 -1.55206
C: -1.37034 0.14364 1.62786
Cl: -2.33677 -0.36052 0.09507
Br: -2.42280 1.32190 2.73358
Br: -0.83052 -1.36368 2.54955
H: 2.48758 -0.92039 -1.90800
H: -0.65352 0.76968 1.26514
H: 1.30553 -1.20014 -0.39167
H: 0.05996 0.67999 -0.87526
H: 1.34393 1.08875 -2.27190

Atomic forces in eV per Å
3.475 -2.871 -0.538
-0.519 1.329 0.486
-3.529 -0.727 -0.800
0.694 0.447 1.298
-0.197 -0.021 -0.003
0.643 -0.779 0.420
-2.045 0.555 1.520
2.353 1.064 -0.854
-0.039 -0.406 -0.271
-0.099 0.651 -0.660
-0.737 0.758 -0.599

Values from the calculation:
- total charge = 0
- frontier orbital gap (eV) = 10.61
- highest occupied orbital energy (eV) = -10.48

2.
Here is an isolated ion of composition C3H11N3P and charge +1 at a distorted geometry from OMol25. Energies are from ωB97M-V/def2-TZVPD.

CARTESIAN COORDINATES (ANGSTROEM)
C: -1.33006 0.45833 -0.61485
C: 1.15988 -2.25257 0.67234
C: 1.91485 -0.13555 -0.98977
N: -0.48400 -0.38071 -0.05486
N: -2.18429 1.31210 -0.12751
N: -2.19081 2.17724 1.00684
P: 0.67339 -1.44511 -0.87851
H: -1.66063 0.14390 -1.58640
H: 1.32562 -1.32518 1.37957
H: 2.18405 -2.66283 0.64333
H: 0.39017 -2.89315 0.99273
H: 2.06656 0.39007 0.00373
H: 1.96769 0.49322 -1.89054
H: 2.90303 -0.62988 -1.02823
H: -0.36068 -0.07148 0.92989
H: -2.91743 1.50532 -0.81271
H: -2.08529 3.12104 0.67119
H: -1.37206 2.19526 1.68377

Atomic forces in eV per Å
-0.994 -2.794 -0.797
2.129 3.321 0.836
2.468 -0.092 1.017
-0.831 2.511 1.959
0.534 1.594 0.255
0.862 0.158 1.136
-0.141 0.329 -0.587
0.230 0.029 -0.769
-0.545 -1.947 -0.735
-0.731 -0.394 -0.277
-0.645 -0.970 0.643
-0.660 -0.018 -1.238
-0.690 0.016 0.510
-0.223 -0.266 -0.259
0.612 -0.914 -0.512
0.142 0.476 0.802
-0.500 0.417 -0.678
-1.018 -1.456 -1.306

Values from the calculation:
- total charge = +1
- SMILES = CP(C)N/C=[NH+]\N
- frontier orbital gap (eV) = 9.79
- highest occupied orbital energy (eV) = -13.41

3.
Here is the molecule C12H13Cl4NO2 from OMol25. Energies are from ωB97M-V/def2-TZVPD.

CARTESIAN COORDINATES (ANGSTROEM)
C: -4.51500 -1.57483 0.60495
C: -3.34155 -2.50735 0.87670
C: -2.57858 -2.84744 -0.40999
C: -2.01261 -1.60461 -1.05721
O: -2.40696 -1.12274 -2.08949
N: -0.98756 -1.04152 -0.33977
C: -0.36310 0.16948 -0.76208
O: 1.01652 0.09028 -0.87850
C: 1.84651 -0.33035 0.13285
C: 1.51035 -0.49616 1.46846
C: 2.46359 -0.91818 2.38264
C: 3.76005 -1.17726 1.98151
C: 4.11332 -1.00885 0.65301
C: 3.16481 -0.59164 -0.26170
Cl: 3.59034 -0.37736 -1.91682
H: 5.12027 -1.19930 0.31823
H: 4.49836 -1.50393 2.69650
H: 2.17972 -1.03650 3.41688
H: 0.51691 -0.27160 1.81970
C: -0.85680 1.41561 0.07717
Cl: -2.07851 2.30141 -0.86679
Cl: 0.48681 2.51083 0.43908
Cl: -1.63851 0.94041 1.60231
H: -0.71098 0.33720 -1.79501
H: -0.67797 -1.47625 0.51452
H: -1.76526 -3.54196 -0.19041
H: -3.25743 -3.31397 -1.12440
H: -3.70830 -3.43642 1.31784
H: -2.66822 -2.04017 1.59896
H: -4.16882 -0.63722 0.17707
H: -5.20897 -2.03054 -0.09680
H: -5.04787 -1.35710 1.52729

Atomic forces in eV per Å
0.161 -0.098 0.138
-0.123 0.002 -0.145
-0.163 -0.024 0.063
0.216 -0.377 0.221
-0.294 0.129 -0.406
0.422 0.120 0.036
-0.634 -0.153 -0.434
0.654 -0.160 0.330
0.112 -0.089 -0.290
-0.105 0.012 -0.148
0.032 -0.043 -0.014
0.009 -0.001 0.059
-0.145 0.046 -0.042
-0.232 0.045 0.066
0.156 -0.007 -0.174
0.090 -0.013 -0.067
0.074 -0.029 0.067
-0.025 -0.007 0.099
-0.060 0.038 0.019
0.021 0.387 0.064
0.092 -0.148 -0.030
-0.142 0.090 -0.019
-0.085 0.117 0.204
0.078 0.029 0.499
-0.121 0.009 -0.044
0.028 -0.039 -0.051
0.096 0.019 -0.029
0.094 0.008 0.051
0.022 -0.071 0.075
-0.036 0.154 -0.052
-0.105 -0.013 -0.091
-0.088 0.069 0.046

Values from the calculation:
- total charge = 0
- SMILES = CCCC(=O)N[C@H](Oc1ccccc1Cl)C(Cl)(Cl)Cl
- frontier orbital gap (eV) = 9.48
- highest occupied orbital energy (eV) = -9.09

4.
Here is C5H6EuLiO4 as an isolated structure at a distorted geometry from OMol25. Energies are from ωB97M-V/def2-TZVPD.

CARTESIAN COORDINATES (ANGSTROEM)
C: 0.99279 1.51482 -1.38963
C: 0.94035 0.39725 -2.43807
C: 2.11952 -0.52709 -2.38985
C: 2.08520 -1.81058 -1.93665
O: 3.13113 -2.55400 -1.67916
O: 0.38161 1.22653 -0.17066
Eu: -0.89614 -0.25102 0.84912
Li: 3.83004 -1.10709 -0.77473
H: 0.61249 2.45193 -1.84105
H: 2.06013 1.69315 -1.14692
H: 0.86221 0.87613 -3.43001
H: 0.00559 -0.17060 -2.29825
H: 3.09218 -0.10515 -2.68924
H: 1.08975 -2.24687 -1.71859
O: 3.25239 0.05193 0.78169
O: 1.60928 -0.09699 2.37408
C: 2.29524 0.14697 1.45229

Atomic forces in eV per Å
1.109 0.776 -0.360
-0.005 0.076 -0.401
0.058 0.166 0.523
0.895 -0.387 0.262
-0.625 0.806 0.270
-1.245 -1.713 1.241
1.142 1.104 -0.712
-0.148 -0.446 -0.582
-0.118 -0.314 0.463
-0.271 0.169 -0.425
-0.012 -0.202 0.280
0.016 -0.004 -0.074
-0.341 -0.175 -0.116
-0.086 -0.028 -0.078
-1.443 1.152 0.005
-1.121 0.977 -1.097
2.195 -1.958 0.800

Values from the calculation:
- spin multiplicity = 8
- total charge = +1
- frontier orbital gap (alpha / beta) (eV) = 5.10 / 5.24
- highest occupied orbital energy (alpha / beta) (eV) = -10.41 / -10.41

5.
Here is the molecule C2H3N3OS at a distorted geometry from OMol25. Energies are from ωB97M-V/def2-TZVPD.

CARTESIAN COORDINATES (ANGSTROEM)
C: -2.55786 0.96907 -0.00632
C: 1.63223 0.14462 -0.05758
N: -2.71857 2.08400 -0.02021
N: 0.23133 0.19979 -0.01512
N: -0.34207 -0.88008 0.11391
O: -0.03171 -2.01221 0.22160
S: -2.25927 -0.68214 0.06167
H: 1.89440 -0.91599 0.03656
H: 2.02687 0.39731 -1.02669
H: 2.12466 0.69562 0.69219

Atomic forces in eV per Å
1.190 -3.322 0.140
1.364 -2.699 -0.769
-0.669 3.449 -0.105
-1.370 1.046 0.034
-2.350 2.985 -0.412
0.881 -2.429 0.244
0.256 -0.780 0.092
0.583 0.171 0.305
-0.137 0.661 -0.463
0.253 0.918 0.934

Values from the calculation:
- total charge = 0
- SMILES = C/N=[N+](\[O-])SC#N
- frontier orbital gap (eV) = 9.46
- highest occupied orbital energy (eV) = -10.44

The following M values (in g mol⁻¹) correspond, in order, to the records above: 236.3, 120.1, 345.1, 289.0, 117.1.